Entry from the OMol25 dataset: C11H24Cl2N2O2PSV as an isolated structure at a distorted geometry (wB97M-V/def2-TZVPD).

As for the multiplicity: 3. For the LUMO energy (alpha / beta), the calculation gives -9.3 / -9.2 eV. As for the total charge: +2. As for the total energy: -3296.8848 a.u. For the gap between HOMO and LUMO (alpha / beta), the calculation gives 0.2242 / 0.2276 Eh.

```
44
Properties=species:S:1:pos:R:3:forces:R:3
C 0.0123 -3.4842 -4.1756 1.1948 -1.7197 0.8622
C -0.5061 -2.3816 -3.3652 -5.8346 2.3878 -1.9230
H -0.8444 -4.1639 -4.4137 0.3661 0.8352 0.0828
H 0.7336 -4.0956 -3.5982 -0.3287 0.3961 -0.0331
H 0.5885 -3.1724 -5.0601 -0.4980 0.4936 0.2074
O -1.5156 -1.7298 -3.3251 5.6669 -2.7636 0.8659
Cl 1.7596 -0.9664 -2.8632 0.4288 -1.0215 -0.9636
V 0.2789 -1.0145 -1.2277 2.7416 -0.7858 1.0456
P 0.0388 1.2370 -2.1423 -0.2409 0.2676 -0.4438
C -1.2806 2.2619 -1.4362 0.2865 0.0432 -0.2754
C 1.6447 2.1041 -2.0705 0.0564 0.0027 0.2672
H 0.5469 1.2012 -4.5227 -0.0973 -0.3594 -0.0001
H -0.8149 2.2056 -4.0796 -0.2033 0.2095 -0.3236
H -1.0845 0.4576 -4.1324 0.2488 0.2474 -0.2938
C -0.3540 1.2411 -3.9138 -0.1991 0.0214 0.2380
H 2.4743 1.3993 -2.2137 -0.3454 0.2286 0.0569
H 1.6841 2.8337 -2.8853 -0.0785 0.0551 0.2228
H -1.5915 2.9496 -2.2228 -0.1182 0.2162 0.3276
H -0.8982 2.7872 -0.5649 -0.2196 0.2311 -0.3370
H 1.7722 2.5853 -1.0982 -0.0280 0.0598 -0.1654
H -2.1211 1.6259 -1.1535 -0.0076 0.2399 -0.0436
C -1.3867 -0.7317 -0.3644 -5.5537 1.6027 4.2313
O -2.2927 -0.4881 0.3230 3.1908 -1.0236 -2.6752
Cl 0.1125 -3.2077 -0.5513 -0.3933 0.4127 -0.8045
C -0.2099 2.2851 1.8560 0.0468 0.5586 0.3430
N -0.0436 1.1285 2.7261 0.2591 -1.3959 -0.8639
C -0.1091 1.4254 4.1613 -0.0485 0.2563 0.5367
C 0.4468 -0.0481 2.2497 -0.7394 0.4458 1.5173
S 1.2916 -0.0754 0.7183 0.1378 0.1137 -0.5678
N 0.3961 -1.1402 3.0398 -0.0692 0.4825 -1.4006
C -0.7741 -1.4067 3.8752 0.0766 0.1282 0.9048
C 1.3837 -2.2157 2.9010 0.1170 -0.1106 0.3849
H -0.6907 3.0663 2.4590 0.1617 -0.1931 -0.3731
H -0.8350 2.1073 0.9909 -0.0337 -0.4251 0.3084
H 0.7708 2.6347 1.5282 -0.0549 0.1497 -0.0409
H -1.0947 1.1889 4.6256 0.8104 0.0271 -0.3357
H 0.7308 0.9123 4.6690 -0.6409 0.2232 -0.1090
H 0.0274 2.5174 4.2359 0.0914 -0.6012 0.2345
H -1.2096 -2.4105 3.7037 0.4891 0.4985 -0.1947
H -0.4365 -1.3427 4.9205 -0.4671 -0.1344 -0.1530
H -1.5326 -0.6419 3.6924 0.0867 -0.3405 0.0208
H 1.0809 -2.9703 2.1708 0.0070 0.1066 0.0855
H 2.3530 -1.7909 2.6437 -0.1208 -0.0908 -0.1338
H 1.4984 -2.6775 3.8904 -0.1436 0.0241 -0.2889
```
Forces are in eV/Å.



Entry from the OMol25 dataset: a 2-piece molecular cluster, C11H24ClN overall at a distorted geometry (wB97M-V/def2-TZVPD).

As for the multiplicity: 1. For the LUMO energy, the calculation gives 0.2 eV. As for the total energy: -948.4239 a.u. For the gap between HOMO and LUMO, the calculation gives 0.2804 Eh.

```
37
Properties=species:S:1:pos:R:3:forces:R:3
Cl 3.6967 -14.2909 -3.8195 -0.1066 0.0848 -0.0209
C -1.1803 -12.3713 -7.2704 0.4820 -1.4527 0.1464
C -1.2547 -12.6204 -5.7369 0.5538 1.8141 -0.2841
C 0.2011 -12.5464 -5.1554 -0.0179 -0.1085 0.6143
C 0.6743 -11.0746 -5.0598 -0.1955 0.1267 -1.9487
N 2.1210 -10.8030 -4.7327 -0.1382 -2.4806 0.0464
C 2.4896 -9.4009 -4.9117 1.0733 1.0759 -2.3151
C 4.0057 -9.5024 -5.1649 0.7021 2.3020 -0.5961
C 4.2764 -10.7700 -5.9614 -1.1933 -0.1411 0.8679
C 3.0263 -11.6593 -5.6901 -0.6726 1.7887 -1.6549
C 2.4514 -11.2670 -3.3024 0.9412 2.4781 -0.2786
C 1.6752 -10.5357 -2.2034 0.7699 -0.4158 -0.6374
C 2.4317 -10.7757 -0.9258 -0.8597 -0.2527 1.3037
H -2.1104 -12.4287 -7.8003 -0.8403 0.1320 0.0912
H -0.5772 -13.1653 -7.7751 -0.1473 0.5096 0.5855
H -0.7340 -11.4290 -7.5318 0.2133 0.4889 0.0109
H -1.7825 -13.5219 -5.5011 0.2257 -0.8619 0.0021
H -1.9040 -11.8521 -5.2458 0.5893 -0.2295 -0.4067
H 0.8737 -13.1243 -5.8140 -0.2491 0.3413 0.2480
H 0.3068 -13.0279 -4.1756 -0.2814 0.0209 -0.1358
H 0.1429 -10.4360 -4.3857 -0.7659 -0.0389 0.6217
H 0.4650 -10.6510 -6.0878 0.6505 -0.1152 1.0734
H 2.2649 -8.7804 -4.0525 -0.2563 -0.1217 -0.0260
H 2.0225 -8.9514 -5.8541 0.1812 -0.8647 1.3494
H 4.5067 -9.4577 -4.2147 0.3418 -0.4747 0.4841
H 4.4518 -8.5881 -5.6826 -0.9652 -1.0131 0.4588
H 5.2129 -11.1968 -5.6482 0.1709 -0.5429 0.1377
H 4.3387 -10.5553 -7.0063 0.0636 0.1536 -0.6830
H 3.2595 -12.6290 -5.2802 -0.1652 -0.4988 0.5932
H 2.3788 -11.7465 -6.6211 1.0174 -0.0048 1.0156
H 3.5582 -11.0936 -3.1762 -1.1372 -0.2832 -0.2071
H 2.3012 -12.3046 -3.2799 -0.0758 -1.5452 0.0380
H 0.7033 -10.9824 -2.1266 -0.7168 0.0019 0.0175
H 1.5986 -9.4695 -2.3594 -0.2947 0.2697 -0.2110
H 2.7655 -11.8019 -0.9201 0.3912 -0.3503 0.1424
H 1.7365 -10.6915 -0.0576 0.6621 0.2133 -0.4642
H 3.2796 -10.1075 -0.8003 0.0499 -0.0050 0.0213
```
Forces are in eV/Å.



Entry from the OMol25 dataset: C11H24F6O2P2Pd as an isolated structure at a distorted geometry (wB97M-V/def2-TZVPD).

As for the multiplicity: 3. For the LUMO energy (alpha / beta), the calculation gives 0.5 / -3.0 eV. As for the total energy: -1993.6647 a.u. For the gap between HOMO and LUMO (alpha / beta), the calculation gives 0.2351 / 0.1751 Eh.

```
46
Properties=species:S:1:pos:R:3:forces:R:3
Pd 0.8238 -0.3077 -0.3892 -0.8054 0.2454 -0.2739
H 2.5458 -0.4516 -1.2685 0.6407 0.3509 -0.3593
H 2.2172 -1.1351 -1.2051 0.5859 -0.5908 -0.4204
P 0.6211 2.0740 -0.2768 -1.0587 1.3994 -0.2687
P -0.8147 -2.0386 -0.2070 -1.8644 -0.1260 0.1929
C -0.8083 -3.0730 1.2856 0.1370 0.0004 0.2123
H -1.3655 -4.0013 1.1109 0.1162 0.1389 -0.0053
H 0.2309 -3.3127 1.5402 -0.1938 -0.0407 0.0689
H -1.2683 -2.5276 2.1183 0.1825 -0.1302 -0.2875
C -2.6014 -1.8707 -0.5735 -0.1324 0.1275 -0.2115
H -2.7340 -1.4392 -1.5792 0.1120 -0.0451 0.3981
H -3.1014 -2.8558 -0.5583 0.3158 0.2899 0.0556
H -3.0634 -1.2003 0.1696 0.3306 -0.1972 -0.2778
C -0.2027 -3.1790 -1.5010 0.2795 0.2708 -0.0657
H 0.8463 -3.4035 -1.2620 -0.2328 -0.1484 -0.2035
H -0.7868 -4.1071 -1.5477 0.1149 0.2068 0.0893
H -0.2437 -2.6571 -2.4664 0.0264 -0.1946 0.2161
C -0.8916 3.0848 -0.5646 -0.2644 -0.1796 -0.0781
H -0.6652 4.1690 -0.4920 0.0455 -0.6067 0.0212
H -1.2797 2.8806 -1.5793 0.1942 -0.0165 0.4704
H -1.6691 2.7957 0.1682 0.4877 0.0777 -0.3930
C 1.4154 2.9074 1.1400 0.0708 -0.0973 0.2089
H 2.3894 2.4341 1.3175 -0.1525 0.1874 0.0700
H 1.5552 3.9788 0.9338 -0.0084 -0.2993 -0.0012
H 0.7877 2.7946 2.0341 0.2343 -0.0240 -0.2913
C 1.7008 2.5609 -1.6862 -0.0454 -0.3549 0.0756
H 1.2349 2.1677 -2.6045 0.2572 0.1718 0.3248
H 1.8257 3.6546 -1.7566 -0.0237 -0.4236 0.1119
H 2.6719 2.0634 -1.5300 -0.1955 0.3454 -0.2481
C 1.3350 -0.4721 1.5325 2.1304 -0.6891 4.3883
O 1.8276 -0.5827 2.5766 -1.5635 0.4188 -2.9805
H -0.2523 0.1437 -1.6573 0.0497 -0.0467 -0.6624
C -1.4932 1.9678 3.2151 0.0468 0.6465 0.1318
C -2.3347 0.9469 2.4546 -0.1350 -0.3527 0.6981
O -1.7417 0.5972 1.3145 -0.2896 -0.3327 -0.1099
C -2.4355 -0.2770 3.4597 0.4236 -0.4045 -0.1776
F -2.8363 -0.0033 4.7418 0.1759 -0.2355 -1.1725
F -3.2041 -1.2887 2.9848 0.0120 0.4184 0.3637
F -1.1763 -0.8208 3.5635 -0.6093 0.3084 0.2955
C -3.7745 1.5474 2.2475 0.1622 0.0303 0.1995
F -4.3530 2.0033 3.4070 0.2434 -0.4851 -0.7851
F -3.6482 2.6321 1.4473 -0.3579 -0.2607 0.0464
F -4.6566 0.6962 1.6587 0.5883 0.6291 0.3966
H -0.5186 1.4991 3.3701 -0.0998 0.1196 0.1010
H -1.9247 2.2807 4.1707 0.1402 0.0234 -0.1103
H -1.3625 2.8378 2.5592 -0.0711 -0.1250 0.2465
```
Forces are in eV/Å.



Entry from the OMol25 dataset: C11H24FLiN3NbO as an isolated structure at a distorted geometry (wB97M-V/def2-TZVPD).

As for the multiplicity: 1. For the LUMO energy (alpha / beta), the calculation gives -9.4 / -9.4 eV. As for the total charge: +2. As for the total energy: -836.8984 a.u. For the gap between HOMO and LUMO (alpha / beta), the calculation gives 0.2675 / 0.2676 Eh.

```
42
Properties=species:S:1:pos:R:3:forces:R:3
N 0.8316 -1.4882 0.8080 0.1934 -0.8450 0.5689
C 1.4383 -2.4045 1.4405 -0.3090 -1.0706 0.6717
O 1.9263 -3.2920 2.0349 -1.3162 2.9906 -1.9979
Li -1.0875 -0.7672 -2.5544 -2.6062 -1.5671 -0.7176
Nb -0.1536 -0.0021 0.0611 2.8752 -0.5893 -0.4826
N 0.2460 0.0561 -1.9556 1.4202 1.5048 2.5745
N 0.9615 1.3674 0.9518 -3.2606 -0.8909 -1.0275
C 1.3445 -0.4460 -2.8056 0.6525 0.1352 0.1081
C 2.2225 1.5800 1.6714 0.8329 0.1151 0.3758
C 0.7544 -0.7954 -4.1782 0.0543 0.0840 -0.0607
C 2.4234 0.6174 -2.9192 0.5855 0.1647 -0.3667
C 1.9196 -1.6971 -2.1664 0.3821 -0.4889 -0.0597
C 2.0241 1.1474 3.1239 -0.1709 -0.1157 0.1500
C 2.6209 3.0563 1.6211 0.0157 0.0935 -0.1119
C 3.3111 0.7340 1.0292 0.3163 0.0007 -0.1057
H -0.0844 -1.5218 -4.0993 0.4016 0.0970 -0.2526
H 1.5380 -1.2717 -4.7841 -0.4001 0.0731 0.0887
H 0.4230 0.1058 -4.7087 -0.0278 -0.2231 0.0056
H 2.0898 1.4904 -3.4945 0.2182 -0.2153 0.0805
H 3.2932 0.1977 -3.4458 -0.2428 0.2021 0.1265
H 2.7634 0.9584 -1.9302 -0.1759 -0.1678 -0.3005
H 2.3130 -1.5054 -1.1605 0.0273 0.0645 -0.3755
H 2.7521 -2.0577 -2.7922 -0.3258 0.0785 0.2811
H 1.1894 -2.5171 -2.0955 0.0704 0.1825 -0.0323
H 1.2643 1.7678 3.6127 0.2379 -0.1415 0.0972
H 2.9728 1.2528 3.6680 -0.3412 -0.0034 -0.1172
H 1.7030 0.0993 3.1726 0.1179 0.1699 0.0805
H 1.9185 3.6874 2.1771 0.1553 -0.0602 -0.0888
H 2.6822 3.4073 0.5849 0.0376 0.0132 0.1557
H 3.6110 3.1695 2.0827 -0.3019 0.0059 -0.1331
H 4.2421 0.8811 1.5976 -0.2976 -0.1261 -0.2690
H 3.4916 1.0474 -0.0074 0.0194 -0.0945 0.2702
H 3.0633 -0.3329 1.0472 0.1492 0.2512 0.0053
C -0.3709 1.3607 -2.3312 0.2294 -0.4737 -0.0843
H -0.6855 1.8950 -1.4098 -0.1600 0.1504 -0.3726
H 0.3664 1.9764 -2.8551 -0.3351 0.0942 0.2651
H -1.2696 1.2466 -2.9901 0.3679 0.1668 0.4990
C -0.1634 2.3106 1.2571 1.2233 0.1759 0.0029
H -1.1486 1.8568 0.9704 -0.2289 0.0847 0.0141
H -0.2042 2.5260 2.3351 -0.2823 -0.2725 -0.3444
H -0.0465 3.2594 0.7100 -0.2729 -0.3742 0.0582
F -1.8834 -0.6757 -0.6897 0.4714 0.8214 0.8206
```
Forces are in eV/Å.



Entry from the OMol25 dataset: a 3-piece molecular cluster, C11H24FNO overall at a distorted geometry (wB97M-V/def2-TZVPD).

As for the multiplicity: 1. For the LUMO energy (alpha / beta), the calculation gives -7.0 / -7.7 eV. As for the total charge: +2. As for the total energy: -662.5435 a.u. For the gap between HOMO and LUMO (alpha / beta), the calculation gives 0.3205 / 0.2643 Eh.

```
38
Properties=species:S:1:pos:R:3:forces:R:3
C -3.9157 -0.8603 0.2578 -0.7898 0.4943 -0.0183
C -3.5409 0.4893 0.1575 1.0814 0.2778 -0.0268
C -5.7032 -2.6562 0.2466 1.8622 0.6564 2.9542
C 2.4386 -1.3804 0.4845 1.9869 -2.1991 -3.4616
C 4.9156 -0.2838 -1.2117 0.7747 2.0061 -3.4157
C -4.1997 2.7087 0.1182 2.9947 6.2965 -3.5514
C -5.2153 -1.2517 0.1001 0.6415 -1.7416 -0.5765
C -1.0089 1.3153 -0.3886 -2.9647 -1.5538 -0.2103
C -0.0946 0.1895 -0.2154 1.4034 -1.3051 -1.3641
C 1.3866 0.8339 -0.1950 -0.7206 -0.0356 0.5321
C 2.4915 -0.2021 -0.4307 -1.7939 -1.0753 -2.1794
N 3.8615 0.4119 -0.4492 -0.2756 0.8455 0.6229
O -4.3476 1.4198 0.4605 -1.2970 -2.6299 1.0899
F 5.1431 1.0258 2.1595 0.2718 1.4137 1.3504
H -3.1351 -1.5642 0.3730 0.6408 -0.6840 0.1527
H -6.6170 -3.0018 -0.1980 -0.5547 0.5303 0.0425
H -4.9087 -3.3378 -0.0327 0.1873 -0.2665 0.0848
H -5.6889 -2.6635 1.4535 -0.5941 -0.5518 -2.4033
H 2.5148 -1.0975 1.4730 0.5596 0.2390 2.2602
H 1.5938 -2.0050 0.3239 -1.2093 -0.0464 -0.0044
H 3.2295 -2.1291 0.0580 -0.8012 1.3208 1.5579
H 4.4746 -0.7145 -2.1919 1.0565 1.2122 1.3712
H 5.8465 0.4591 -1.2858 -2.2397 -1.5931 -0.4146
H 5.2743 -1.0867 -0.6795 0.5576 -1.8719 1.4918
H -3.2292 2.8050 -0.5539 -1.7855 -0.1849 1.2897
H -4.9811 3.1424 -0.6053 0.5695 -1.2744 1.4093
H -4.0082 3.5409 0.9027 -0.7478 -2.1810 -0.4684
H -5.9177 -0.5773 -0.2632 -1.2056 1.5836 -0.0998
H 5.3201 1.6994 2.8387 -0.3052 -1.4719 -1.4445
H -1.2205 1.9043 0.4471 0.1011 1.3953 1.0880
H -1.6647 1.5120 -1.2636 1.3173 -0.1507 0.2524
H 0.0512 -0.2656 0.7461 -1.5200 -0.2619 0.7903
H -0.3551 -0.6556 -0.9575 1.0953 1.4051 0.8044
H 1.4297 1.3373 0.8240 0.2546 -0.3411 -1.3615
H 1.3585 1.5283 -1.0130 0.6010 0.8776 -0.1958
H 2.2681 -0.5206 -1.5463 0.8711 0.3244 2.0595
H 4.3584 0.4717 0.4862 -1.5113 0.8194 -0.5542
H 3.5784 1.3287 -0.8576 1.4877 -0.2780 0.5461
```
Forces are in eV/Å.



Entry from the OMol25 dataset: C11H24N2O8S3 as an isolated structure at a distorted geometry (wB97M-V/def2-TZVPD).

As for the multiplicity: 1. For the LUMO energy, the calculation gives -2.0 eV. As for the total energy: -2339.3982 a.u. For the gap between HOMO and LUMO, the calculation gives 0.2216 Eh.

```
48
Properties=species:S:1:pos:R:3:forces:R:3
C 3.2670 0.6384 1.7976 -0.5530 -0.2065 -0.5600
C 2.7623 1.9239 1.2215 0.2933 0.6231 0.2841
O 3.1867 3.0104 1.5072 -0.1846 -0.3860 -0.1218
O 1.7313 1.7470 0.3422 -0.1630 -0.0378 0.6647
C 0.8297 2.8460 0.2614 -0.6260 1.4104 -2.0461
O 0.6254 3.3251 -0.8187 0.4617 -1.0412 1.1366
C 0.1676 3.3082 1.5264 0.4608 -0.4721 -0.0451
S -1.2052 4.4558 1.2628 -0.1893 1.3861 -0.6456
O -1.7250 4.6957 2.5772 -0.2778 -0.9398 0.6640
O -0.5861 5.6062 0.6825 0.5003 0.1406 -0.6730
N -2.1892 3.8019 0.1856 0.0857 -0.6605 1.4636
S -3.3954 2.9158 0.7959 -1.0231 0.1073 -1.0247
O -4.0929 2.3399 -0.3269 0.3831 -0.5132 -0.6864
O -4.2829 3.5807 1.6960 0.2815 0.3766 1.0052
C -2.6918 1.4827 1.6248 0.2126 0.0037 -0.2239
C -1.9263 0.6465 0.6215 0.2013 -0.5362 0.3287
C -1.0726 -0.4437 1.2660 -0.4429 0.9066 0.6328
S -1.9491 -1.5741 2.3828 -0.0942 -0.6471 -0.1179
H 3.5016 0.7788 2.8367 0.2563 0.0925 0.3402
H 4.1267 0.2840 1.2473 0.3866 0.0389 -0.0554
H 2.4837 -0.0982 1.6875 -0.1451 -0.3403 0.1286
H 0.9101 3.8744 2.0726 0.1284 0.3695 0.1799
H -0.1083 2.4912 2.1812 -0.1835 -0.3069 -0.0092
H -3.5241 0.8869 1.9667 -0.4901 0.1149 0.2233
H -2.1062 1.7666 2.4932 0.1273 0.2745 0.1196
H -1.2761 1.2752 0.0213 0.0803 0.1970 -0.2368
H -2.6421 0.1696 -0.0311 -0.2474 0.0352 -0.3943
H -0.2630 0.0279 1.8132 0.3402 -0.1106 0.0682
H -0.6731 -1.0815 0.4960 0.2493 -0.3747 -0.1099
H -2.2905 -0.7933 3.4178 0.1765 0.2642 -0.2125
C 2.3062 -3.4785 -2.5581 0.1182 -0.2380 0.2264
C 0.8699 -3.9809 -2.5920 0.4867 0.1668 -0.3732
C -0.1755 -2.9254 -2.9359 -0.4957 -0.0878 0.2747
O -0.3679 -2.0716 -1.8367 0.1090 0.1588 -0.0894
C 0.4361 -0.8792 -1.8043 0.0543 0.1414 0.2013
N 0.4977 -4.4714 -1.2162 -0.2081 -0.0685 0.1781
H 2.5048 -2.8527 -1.6878 -0.0794 0.1155 -0.0502
H 3.0065 -4.3150 -2.5207 -0.0040 0.0040 -0.0303
H 2.5281 -2.9003 -3.4513 -0.0460 0.0134 -0.0336
H 0.7984 -4.8282 -3.2734 -0.1206 -0.0347 0.0322
H -1.1345 -3.4254 -3.1052 -0.0162 0.0390 -0.0363
H 0.0710 -2.3876 -3.8518 0.2028 -0.0197 0.0075
H 0.7187 -0.5472 -2.8030 -0.0562 -0.0851 -0.0590
H 1.3298 -1.0461 -1.2005 0.0812 0.0777 -0.0694
H -0.1466 -0.0988 -1.3244 -0.0610 0.0101 -0.1187
H 1.2208 -5.0454 -0.7847 0.0296 -0.0133 -0.0391
H -0.3785 -4.9967 -1.2273 0.0194 -0.0531 -0.0032
H 0.3229 -3.6379 -0.6347 -0.0193 0.1052 -0.0947
```
Forces are in eV/Å.